[1]
{"formula": "C4H10N3O2S", "method": "ωB97M-V/def2-TZVPD", "species": ["C", "C", "C", "C", "N", "N", "N", "O", "O", "S", "H", "H", "H", "H", "H", "H", "H", "H", "H", "H"], "positions_angstrom": [[-0.691, -2.147, -1.992], [0.966, -1.010, 1.931], [-0.278, -0.576, 1.213], [0.596, 0.153, -0.899], [-0.835, -1.772, -0.755], [-0.884, 2.095, -1.225], [-0.061, -0.824, -0.263], [0.516, 3.698, 0.300], [-1.167, 2.168, 1.220], [-0.843, 3.124, 0.082], [-1.365, -2.926, -2.168], [-0.206, -1.542, -2.708], [1.995, -0.563, 1.442], [1.034, -0.534, 2.969], [1.088, -2.166, 2.105], [-0.992, -1.209, 1.537], [-0.329, 0.504, 1.398], [0.839, 1.077, -0.335], [0.702, 0.138, -1.976], [-0.085, 2.310, -1.875]], "forces_ev_per_a": [[-0.8, 1.0, 2.1], [3.9, -0.4, 1.5], [4.1, 1.2, -1.8], [0.0, 1.3, -0.4], [0.8, -1.2, -0.7], [0.9, 0.1, -1.0], [-0.9, 1.5, 2.2], [-0.2, 0.0, -0.5], [-0.3, 1.2, -0.6], [0.4, -1.4, 1.1], [-0.7, -1.1, -1.2], [0.7, 0.2, -1.0], [-2.6, -1.3, 0.9], [-0.4, -0.7, -1.2], [-0.2, 2.1, -0.6], [-3.1, -1.4, 0.8], [-1.1, -0.3, -0.3], [0.3, -1.1, -0.3], [0.1, -0.1, 0.2], [-1.0, 0.4, 0.7]], "lowdin_charge": [-0.059, -0.136, -0.205, -0.007, -0.014, -0.274, -0.225, -0.571, -0.581, 0.522, 0.019, 0.024, 0.112, 0.073, 0.084, 0.070, 0.064, 0.065, 0.050, -0.012], "charge": -1, "homo_energy_ev": [-2.989, -3.792], "spin_multiplicity": 1, "e_lumo_ev": [3.19, 3.44]}

***

[2]
{"formula": "C26H32ClF3O2P", "method": "ωB97M-V/def2-TZVPD", "species": ["C", "C", "C", "P", "O", "Cl", "C", "C", "C", "C", "O", "C", "H", "H", "H", "H", "H", "H", "H", "H", "H", "H", "H", "H", "H", "H", "H", "H", "H", "F", "C", "C", "C", "C", "C", "C", "H", "H", "H", "H", "H", "F", "C", "C", "C", "C", "C", "C", "H", "H", "H", "H", "H", "F", "C", "C", "C", "C", "C", "C", "H", "H", "H", "H", "H"], "positions_angstrom": [[1.499, 4.162, -0.313], [0.811, 2.988, 0.017], [0.341, 2.592, 1.476], [-1.446, 3.066, 1.858], [-1.597, 2.913, 3.555], [-1.807, 5.079, 1.316], [-2.706, 1.907, 1.027], [-4.152, 2.586, 1.163], [-5.368, 1.628, 0.790], [-6.511, 2.478, 0.031], [-7.264, 3.293, 0.980], [-7.056, 4.694, 0.671], [1.744, 4.988, 0.416], [1.851, 4.290, -1.386], [0.608, 2.242, -0.822], [0.565, 1.493, 1.651], [0.992, 3.191, 2.207], [-1.423, 3.831, 3.871], [-2.711, 0.964, 1.657], [-2.449, 1.738, -0.066], [-4.309, 2.939, 2.236], [-4.141, 3.540, 0.530], [-5.880, 1.211, 1.723], [-5.098, 0.741, 0.138], [-7.272, 1.805, -0.485], [-6.041, 3.150, -0.757], [-7.552, 5.365, 1.451], [-5.940, 4.934, 0.711], [-7.504, 4.986, -0.342], [0.744, -0.270, 0.821], [1.972, -0.789, 0.577], [2.988, 0.046, 0.142], [4.249, -0.485, -0.103], [4.476, -1.847, 0.079], [3.445, -2.676, 0.512], [2.187, -2.143, 0.768], [2.791, 1.102, -0.002], [5.053, 0.159, -0.437], [5.458, -2.261, -0.117], [3.622, -3.736, 0.650], [1.375, -2.772, 1.114], [5.186, 0.554, -2.871], [4.350, 0.585, -3.922], [3.317, -0.336, -3.995], [2.448, -0.301, -5.080], [2.628, 0.647, -6.084], [3.673, 1.563, -6.001], [4.536, 1.536, -4.912], [3.198, -1.071, -3.208], [1.632, -1.012, -5.144], [1.953, 0.670, -6.932], [3.814, 2.298, -6.786], [5.349, 2.247, -4.826], [2.996, -8.065, 1.820], [1.894, -7.390, 2.178], [1.207, -6.657, 1.224], [0.061, -5.961, 1.593], [-0.379, -5.998, 2.914], [0.323, -6.734, 3.863], [1.462, -7.439, 3.493], [1.569, -6.633, 0.203], [-0.489, -5.390, 0.853], [-1.270, -5.451, 3.202], [-0.018, -6.759, 4.892], [2.016, -8.025, 4.217]], "forces_ev_per_a": [[-1.1, -2.0, 0.3], [0.8, 1.6, -0.7], [1.1, 1.4, -0.5], [0.4, -1.0, 1.0], [0.1, 1.4, -3.5], [0.5, -2.4, 0.7], [-0.9, 0.9, 0.8], [0.0, 0.4, 0.3], [-1.2, 0.5, -0.3], [-0.1, -0.4, 0.1], [1.2, 0.7, -1.2], [-0.1, 0.9, 0.3], [-0.3, -1.2, -0.8], [-0.6, -0.1, 1.6], [0.3, 1.0, 1.4], [-0.9, 1.3, 0.0], [-1.1, -0.7, -0.8], [-0.2, -0.7, 0.4], [0.4, 0.9, -0.8], [0.0, 0.1, 1.5], [0.3, -0.5, -1.3], [-0.2, -1.5, 0.7], [0.9, 0.6, -1.2], [0.0, 1.1, 0.7], [1.1, 0.6, 0.7], [-0.5, -0.9, 0.9], [0.5, -1.3, -0.9], [-1.4, -0.2, -0.3], [0.7, -0.5, 1.3], [-0.4, 0.0, 0.0], [1.2, -0.6, -0.3], [-0.2, 0.2, 0.1], [-0.1, -0.3, 0.1], [0.0, 0.0, 0.0], [0.1, 0.3, -0.1], [-0.4, 0.0, 0.1], [0.0, 0.0, 0.0], [-0.1, 0.0, 0.0], [-0.1, 0.0, 0.0], [-0.1, 0.1, 0.0], [0.0, 0.0, 0.0], [0.1, 0.0, 0.1], [-0.5, 0.0, -0.6], [0.0, -0.1, 0.2], [0.2, 0.3, -0.1], [-0.1, 0.0, 0.0], [-0.1, -0.2, 0.2], [0.2, 0.1, 0.1], [0.0, 0.0, 0.0], [0.1, 0.0, 0.0], [0.1, 0.0, 0.1], [0.0, -0.1, 0.1], [0.0, -0.1, 0.0], [0.1, 0.0, 0.0], [-0.5, 0.3, 0.2], [0.1, 0.0, -0.2], [0.1, -0.1, 0.3], [0.0, 0.1, 0.0], [0.0, 0.1, -0.3], [0.1, -0.1, 0.1], [0.0, -0.1, 0.0], [0.1, -0.1, 0.0], [0.1, -0.1, 0.0], [0.0, 0.0, -0.1], [0.0, 0.0, -0.1]], "lowdin_charge": [0.013, -0.239, -0.278, 0.712, -0.209, 0.394, -0.247, -0.267, -0.150, -0.214, -0.220, -0.120, 0.079, 0.084, 0.115, 0.090, 0.118, 0.081, 0.121, 0.121, 0.122, 0.082, 0.129, 0.118, 0.133, 0.119, 0.103, 0.079, 0.106, 0.010, -0.277, -0.021, -0.078, -0.074, -0.065, -0.012, 0.095, 0.102, 0.111, 0.110, 0.112, 0.052, -0.288, -0.021, -0.083, -0.096, -0.080, -0.018, 0.112, 0.105, 0.103, 0.108, 0.118, 0.067, -0.289, -0.024, -0.097, -0.103, -0.081, -0.013, 0.116, 0.101, 0.098, 0.107, 0.120], "charge": 1, "homo_energy_ev": -10.862, "spin_multiplicity": 1, "e_lumo_ev": -3.98}

***

In order of appearance, max |F| = 0.0903 0.0741 Eh/bohr.